# CH2FNO2S2

CH2FNO2S2 in the gas phase (the ωB97M-V functional and the def2-TZVPD basis, OMol25).

lowest unoccupied orbital energy: -0.056 eV
frontier orbital gap: 10.052 eV
highest occupied orbital energy: -10.1 eV
maximum force: 3.42 eV/Å
total energy: -31041.3208 eV

Last column: natural (NBO) charge in e.
Element x y z (Å)
S: -0.1071 2.4245 -0.5092  0.027
S: -0.1249 -1.7346 -0.5317  1.745
H: 0.6031 2.3459 -1.5498  0.127
N: 0.1738 -0.1659 -0.8460  -0.847
C: -0.0675 0.6881 0.0535  0.529
O: -0.8772 -1.6747 0.7276  -0.937
O: -0.5233 0.5608 1.2948  -0.645
H: -0.5032 -0.4671 1.4230  0.512
F: 1.4262 -1.9770 -0.0622  -0.510